Density functional theory data (the ωB97M-V functional and the def2-TZVPD basis) for 5 unconnected molecules or ions with the total composition C48H42F6N2O4.

Output
- structure (SMILES) = CCCCCc1c(C(F)(F)c2cccc(C(F)(F)F)c2)cc2c(c1CC(=O)F)C(=O)N(OC#N)C2=O.c1ccccc1.c1ccccc1.c1ccccc1.c1ccccc1
- E_HOMO (eV) = -9.139
- energy (eV) = -77927.94982
- molar mass (g/mol) = 824.86
- LUMO energy (eV) = -1.6
- frontier orbital gap (eV) = 7.5155

Element x y z (Å)
C (-2.250380, 2.284569, -5.184542)
C (-1.596325, 1.492243, -3.963669)
C (-2.657603, 0.472700, -3.365660)
C (-2.008818, -0.792643, -2.670594)
C (-2.196588, -0.803638, -1.072762)
C (-1.054943, 0.068238, -0.474221)
C (0.313181, -0.457114, -0.392083)
C (0.825212, -1.849381, -0.816712)
F (-0.110320, -2.735141, -1.323675)
F (1.345738, -2.460663, 0.355408)
C (2.032243, -1.827893, -1.827927)
C (2.547235, -0.635416, -2.492297)
C (3.712104, -0.826078, -3.390041)
C (4.325420, -2.128376, -3.642852)
C (3.772336, -3.332357, -2.994048)
C (4.298599, -4.777383, -3.209099)
F (4.066409, -5.491059, -2.051201)
F (5.638226, -4.790367, -3.527646)
F (3.642400, -5.434791, -4.238683)
C (2.641309, -3.154700, -2.090390)
C (1.333647, 0.441532, 0.209218)
C (1.042065, 1.776530, 0.688197)
C (-0.352558, 2.262652, 0.589546)
C (-1.412973, 1.429009, 0.017636)
C (-2.843086, 2.037852, 0.011805)
C (-3.335224, 2.191578, 1.506230)
O (-2.853460, 1.568578, 2.396045)
F (-4.344275, 3.089108, 1.832850)
C (-0.411266, 3.685858, 1.204815)
O (-1.347457, 4.374892, 1.487264)
N (0.990980, 3.981831, 1.387207)
O (1.259304, 4.969764, 2.317004)
C (1.734192, 6.067163, 1.621456)
N (2.389127, 6.949249, 1.285125)
C (1.928280, 2.874675, 1.326636)
O (3.062358, 2.864248, 1.692993)
H (-1.748609, 3.282786, -5.350661)
H (-3.346991, 2.467310, -5.041303)
H (-2.114650, 1.690092, -6.137308)
H (-0.684083, 0.976227, -4.363424)
H (-1.263884, 2.264797, -3.207347)
H (-3.385696, 0.234592, -4.184462)
H (-3.225366, 1.033963, -2.577295)
H (-0.893157, -0.707686, -2.838955)
H (-2.371125, -1.749231, -3.141077)
H (-3.233794, -0.443196, -0.862274)
H (-2.156709, -1.865518, -0.691969)
H (2.106975, 0.367048, -2.297003)
H (4.187385, 0.043897, -3.914533)
H (5.202692, -2.279806, -4.318874)
H (2.212247, -4.059205, -1.598140)
H (2.398834, 0.091053, 0.291370)
H (-3.594588, 1.497082, -0.611052)
H (-2.808227, 3.095213, -0.390998)
C (-6.017700, 0.496654, 3.486196)
C (-7.021989, 1.208188, 4.131490)
C (-8.292241, 0.659012, 4.258675)
C (-8.556203, -0.607092, 3.748755)
C (-7.551295, -1.320449, 3.106884)
C (-6.283037, -0.766982, 2.971719)
H (-5.028631, 0.926441, 3.384705)
H (-6.814278, 2.192561, 4.535045)
H (-9.076928, 1.217114, 4.756208)
H (-9.545638, -1.037473, 3.852267)
H (-7.756703, -2.308867, 2.710665)
H (-5.500067, -1.321733, 2.466149)
C (7.162982, 2.398948, 1.550574)
C (8.372846, 1.841879, 1.153504)
C (8.473509, 1.200053, -0.075231)
C (7.365755, 1.123294, -0.911373)
C (6.156932, 1.683435, -0.515281)
C (6.053862, 2.317831, 0.717558)
H (7.084164, 2.896146, 2.510524)
H (9.238314, 1.907127, 1.803047)
H (9.415458, 0.760042, -0.381733)
H (7.445181, 0.626639, -1.871863)
H (5.292781, 1.624715, -1.168519)
H (5.109528, 2.748992, 1.028287)
C (5.569902, -1.210051, 5.779734)
C (6.484506, -2.082757, 5.203090)
C (6.911515, -1.879487, 3.896083)
C (6.431060, -0.797115, 3.168303)
C (5.518618, 0.078176, 3.746803)
C (5.084854, -0.130614, 5.050595)
H (5.234560, -1.370858, 6.797943)
H (6.864611, -2.923220, 5.772738)
H (7.619930, -2.564408, 3.444459)
H (6.767888, -0.635436, 2.150142)
H (5.144799, 0.923512, 3.179988)
H (4.369379, 0.548866, 5.499315)
C (-6.886028, -1.670694, -0.514583)
C (-5.662087, -2.205396, -0.899299)
C (-5.537917, -2.850761, -2.124159)
C (-6.636417, -2.953233, -2.969226)
C (-7.859549, -2.415590, -2.586391)
C (-7.985756, -1.778178, -1.357774)
H (-6.983353, -1.170411, 0.441503)
H (-4.803225, -2.119712, -0.242530)
H (-4.584370, -3.273445, -2.420736)
H (-6.538900, -3.452294, -3.926437)
H (-8.715897, -2.494262, -3.246415)
H (-8.941068, -1.363788, -1.057428)

Atoms 1-2, force components in eV/Å:
0.540 -0.071 -0.162
-0.705 0.643 -0.687

=====

Density functional theory data (the ωB97M-V functional and the def2-TZVPD basis) for a molecular structure, C48H42GeIrN3O6P.

Output
- E_HOMO (spin up / spin down) (eV) = -5.559 / -7.998
- energy (eV) = -135847.19798
- molar mass (g/mol) = 1052.68
- spin multiplicity = 6
- LUMO energy (spin up / spin down) (eV) = 0.2 / -1.7
- frontier orbital gap (spin up / spin down) (eV) = 5.7999 / 6.3438

Element x y z (Å)
Ir (1.179828, 0.222565, 0.886532)
C (4.696698, 4.973929, -1.509527)
C (3.833788, 4.455293, -2.460625)
C (3.172122, 3.257144, -2.220187)
C (3.388846, 2.581696, -1.024587)
C (4.245943, 3.112680, -0.061831)
C (4.900929, 4.306323, -0.306495)
P (2.633205, 0.972610, -0.738752)
C (1.526525, 0.537830, -2.061676)
C (0.304110, 1.257797, -2.050829)
C (-0.817600, 0.977041, -2.834162)
C (-1.171261, -0.169011, -3.464799)
C (0.964767, -1.413120, -3.513435)
C (1.811171, -0.565313, -2.892110)
C (3.963193, -0.226748, -0.695866)
C (5.086255, -0.205943, -1.477695)
C (6.039806, -1.239372, -1.347872)
C (5.859684, -2.224690, -0.416279)
C (4.731208, -2.233831, 0.441723)
C (4.569242, -3.177550, 1.485528)
C (3.508493, -3.070471, 2.334101)
C (2.534475, -2.052961, 2.175195)
C (2.630472, -1.144470, 1.155401)
C (3.760498, -1.223247, 0.284441)
H (5.211747, 5.906174, -1.701084)
H (3.671848, 4.981243, -3.392160)
H (2.490723, 2.843639, -2.952462)
H (4.395849, 2.595176, 0.877958)
H (5.565166, 4.720004, 0.439609)
H (0.272880, 2.187443, -1.491804)
H (-1.541338, 1.775438, -2.973710)
H (-1.985900, -0.360874, -4.136525)
H (1.169543, -2.169812, -4.247211)
H (2.854440, -0.816171, -3.068854)
H (5.246471, 0.595121, -2.189878)
H (6.920290, -1.236810, -1.975924)
H (6.604976, -3.002098, -0.299009)
H (5.305503, -3.961112, 1.610356)
H (3.395538, -3.776619, 3.147109)
H (1.703046, -2.009401, 2.863456)
O (1.538609, 2.345349, 1.826945)
N (1.578791, 1.918873, 3.027370)
O (1.827303, 2.635573, 3.952956)
O (1.332521, 0.681050, 3.165010)
C (-3.715467, -2.500938, -3.013816)
C (-2.557383, -3.490604, -3.045818)
C (-1.569075, -3.347727, -1.886628)
C (-0.635287, -4.594945, -1.787945)
C (0.223787, -4.853210, -3.013635)
C (-2.324087, -3.371575, -0.538465)
O (-3.341430, -4.003345, -0.376557)
N (-1.712049, -2.715401, 0.514706)
C (-0.665116, -1.827993, 0.345399)
O (-0.132311, -1.323276, 1.403677)
N (-0.271092, -1.481697, -0.850954)
C (-0.797411, -2.067565, -1.899771)
O (-0.456894, -1.408683, -3.163410)
H (-4.267034, -2.517050, -3.953641)
H (-3.360490, -1.482525, -2.853597)
H (-4.409345, -2.742512, -2.210985)
H (-1.994905, -3.380687, -3.975649)
H (-2.945394, -4.510356, -3.028773)
H (-1.282510, -5.453764, -1.591953)
H (0.006232, -4.472280, -0.911159)
H (-0.376484, -5.049360, -3.902012)
H (0.857804, -5.724102, -2.849352)
H (0.881148, -4.009749, -3.217553)
H (-2.143253, -2.785678, 1.428696)
C (-4.403660, 2.452889, -1.935812)
C (-4.011570, 1.140558, -1.714078)
C (-3.169042, 0.838570, -0.655279)
C (-2.735107, 1.833471, 0.223365)
C (-3.135509, 3.149774, -0.014596)
C (-3.958688, 3.457519, -1.088637)
Ge (-1.669224, 1.355950, 1.774679)
C (-2.556583, -0.124351, 2.668204)
C (-3.852364, -0.507286, 2.327460)
C (-4.468828, -1.579377, 2.964994)
C (-3.799533, -2.274591, 3.958187)
C (-2.513413, -1.889534, 4.323625)
C (-1.898562, -0.827660, 3.681567)
C (-1.506454, 2.845937, 2.991191)
C (-1.986875, 2.743470, 4.296871)
C (-1.904599, 3.821832, 5.165893)
C (-1.334800, 5.013092, 4.744123)
C (-0.843942, 5.126055, 3.451202)
C (-0.923152, 4.048189, 2.584705)
H (-5.057597, 2.691753, -2.764273)
H (-4.355903, 0.352669, -2.371643)
H (-2.860129, -0.191295, -0.507048)
H (-2.823428, 3.941448, 0.655402)
H (-4.263651, 4.482458, -1.255409)
H (-4.393836, 0.023987, 1.554953)
H (-5.471550, -1.869690, 2.680046)
H (-4.275906, -3.111947, 4.450832)
H (-1.988690, -2.423454, 5.105534)
H (-0.888634, -0.551565, 3.959348)
H (-2.435484, 1.819031, 4.641446)
H (-2.283257, 3.729054, 6.175402)
H (-1.263258, 5.850318, 5.425954)
H (-0.383679, 6.048627, 3.123017)
H (-0.505449, 4.138752, 1.589629)

Atoms 1-2, force components in eV/Å:
0.361 0.388 0.204
0.042 0.025 0.056

=====

Q: Which formula does entry 1 have?
A: C48H42F6N2O4

=====

Q: Among the records above, which one has the highest molar mass?
A: C48H42GeIrN3O6P